Record 1
Computed, not measured: 2 unconnected molecules or ions with the total composition C11H24FN2O4P, with ωB97M-V with the def2-TZVPD basis set.

SMILES = CNC[C@@H]1C[C@@]([C@@H](C)F)(P(C)O)NC1=O.OCCO
HOMO-LUMO gap = 9.376 eV
HOMO level = -8.89 eV
E_LUMO = 0.48 eV

The geometry in XYZ format:
```
43
Properties=species:S:1:pos:R:3:lowdin_charge:R:1
C 0.0669 -1.9250 3.4326 -0.1132
N -0.0501 -1.9921 1.9757 -0.1074
C -1.3750 -1.7248 1.4364 -0.1800
C -1.5573 -0.3163 0.8325 -0.1988
C -0.3852 0.1362 -0.0409 -0.1272
C 0.4705 1.0993 0.8392 -0.4931
C 1.8572 0.5254 1.1503 -0.3137
C 2.6252 -0.0703 -0.0214 -0.0361
F 2.6332 1.5722 1.7477 -0.0708
P 0.3888 2.8332 0.1029 0.9487
C 1.9051 3.0421 -0.9118 -0.2680
O 0.8330 3.7221 1.4189 -0.3278
N -0.3022 1.2008 2.1015 0.1102
C -1.5958 0.7227 1.9363 -0.4571
O -2.5418 1.0707 2.6144 0.0770
H -0.6009 -1.1519 3.8175 0.0783
H -0.2055 -2.8690 3.9188 0.0766
H 1.0854 -1.6483 3.7187 0.0702
H 0.2823 -2.8837 1.6427 0.1041
H -1.5939 -2.4519 0.6475 0.1145
H -2.1505 -1.8560 2.2054 0.1247
H -2.5018 -0.3378 0.2841 0.1460
H 0.1483 -0.7290 -0.4286 0.1036
H -0.7796 0.7293 -0.8729 0.0822
H 1.7335 -0.2320 1.9245 0.1149
H 2.4542 -1.1512 -0.0474 0.0819
H 3.6973 0.0799 0.1334 0.0902
H 2.3318 0.3331 -0.9893 0.0684
H 2.8062 2.6069 -0.4896 0.0285
H 2.0487 4.1263 -0.9680 0.0404
H 1.7478 2.6681 -1.9264 0.0345
H 1.6838 3.4349 1.7811 0.0484
H -0.3171 2.1027 2.5679 0.1260
O -0.3725 -1.4806 -4.5600 -0.0658
C -1.1141 -0.4458 -3.9139 -0.2390
C -2.2068 -1.0368 -3.0510 -0.2454
O -1.6626 -1.9356 -2.0980 -0.0729
H -0.9277 -1.8708 -5.2423 0.0916
H -0.3948 0.0810 -3.2869 0.1106
H -1.5272 0.2586 -4.6418 0.1226
H -2.7265 -0.2495 -2.5031 0.1190
H -2.9398 -1.5579 -3.6813 0.1187
H -0.9705 -2.4290 -2.5553 0.0844
```

***

Record 2
Computed, not measured: 2 unconnected molecules or ions with the total composition C11H24INO6P at a distorted geometry, with ωB97M-V with the def2-TZVPD basis set.

Net charge = +1
HOMO-LUMO gap = 8.552 eV
HOMO level = -12.17 eV
E_LUMO = -3.62 eV

The geometry in XYZ format:
```
44
Properties=species:S:1:pos:R:3:lowdin_charge:R:1
O 1.9233 2.4443 2.6476 0.1038
C 0.8923 2.4788 3.2333 -0.3087
O -0.3087 2.5200 2.6077 -0.0683
C -0.4966 3.5211 1.5920 -0.1692
C 0.3687 3.3163 0.3440 -0.2829
P 0.2797 1.7291 -0.5133 0.5962
I -1.3271 1.8226 -2.2448 0.7845
C -0.0795 0.3079 0.5168 -0.3380
C -1.5537 0.2036 0.9644 -0.2432
C -1.7681 -0.4895 2.3266 -0.1619
C -0.7500 -1.5718 2.6817 -0.2673
O -1.2177 -2.2356 3.8529 -0.0567
C 1.9263 1.4659 -1.2646 -0.3246
O 2.4568 2.7220 -1.6256 -0.2010
O 3.8798 2.6616 -1.4847 0.0173
H 0.7960 2.4263 4.3248 0.1621
H -0.2618 4.5118 2.0002 0.1443
H -1.5661 3.4946 1.3649 0.1320
H 0.1121 4.0836 -0.4003 0.1063
H 1.4281 3.4429 0.5827 0.0894
H 0.2205 -0.5812 -0.0584 0.0883
H 0.6085 0.4085 1.3688 0.0898
H -1.9994 1.2064 1.0121 0.0854
H -2.0927 -0.3471 0.1868 0.0964
H -2.7451 -0.9872 2.2962 0.1271
H -1.8033 0.2480 3.1365 0.1123
H 0.2468 -1.1403 2.8632 0.1149
H -0.6743 -2.2914 1.8566 0.1090
H -0.4826 -2.4152 4.4522 0.0910
H 1.8248 0.8050 -2.1359 0.1033
H 2.5399 0.9756 -0.4926 0.1266
H 4.0153 3.0598 -0.6070 0.1161
C -0.6161 -3.4772 -1.5233 -0.3133
O -0.8820 -2.6092 -0.7027 -0.0120
N -0.3930 -3.2116 -2.8206 -0.1876
C -0.0034 -4.2261 -3.7815 -0.0402
C -0.5409 -1.8311 -3.2306 -0.0669
H -0.5255 -4.5399 -1.2580 0.1438
H 0.9713 -3.9967 -4.2141 0.0937
H -0.7354 -4.3032 -4.5862 0.0950
H 0.0591 -5.1885 -3.2776 0.0889
H 0.1000 -1.1952 -2.6156 0.0492
H -1.5706 -1.4957 -3.1001 0.0793
H -0.2555 -1.7222 -4.2745 0.0960
```